Record 1
Density functional theory data (the ωB97M-V functional and the def2-TZVPD basis) for a cluster of 2 separate species, C6H4Cl4N2 in total.

Properties
F_max = 5.4 eV/A
structure (SMILES) = Clc1cncc(Cl)c1.N=C(Cl)Cl
E_tot = -59354.478 eV

The geometry in XYZ format:
```
16
C6H4Cl4N2 the ωB97M-V functional and the def2-TZVPD basis
Cl -0.0708 2.0456 2.1377
Cl -1.9454 2.7866 -2.2191
Cl -1.1122 -2.7417 -0.1542
Cl 0.2722 1.0167 -2.6844
N -1.9426 0.3806 -1.2308
N 2.2107 -0.5935 0.5309
C -1.2750 1.2098 -1.8402
C 1.7970 0.5729 0.9774
C 0.5032 0.6395 1.3408
C -0.0924 -1.6233 0.5872
C -0.5601 -0.3586 0.9719
C 1.2879 -1.6922 0.4083
H 1.7667 -2.4785 -0.0097
H -1.7247 -0.0983 0.8556
H -1.5731 -0.4753 -0.8397
H 2.4587 1.4096 1.1684
```

---

Record 2
Density functional theory data (the ωB97M-V functional and the def2-TZVPD basis) for a cluster of 15 separate species, H30O15 in total.

Properties
F_max = 3.0 eV/A
energy above the lowest of the compared OMol25 structures with the same formula, charge and spin = 1.164 eV

The geometry in XYZ format:
```
45
H30O15 the ωB97M-V functional and the def2-TZVPD basis
O -1.6389 2.3373 -0.6266
O -1.3235 -2.6476 1.7480
O -1.1282 -1.3200 -3.1354
O 1.2131 1.2574 3.6110
O -3.4162 0.4643 -1.3624
O 2.7912 0.8685 0.9708
O 0.6503 3.7702 1.4725
O 1.6265 2.1628 -1.1844
O 1.5023 -2.3452 -2.3868
O 0.0222 -0.6161 -0.0012
O 1.7269 -2.4114 0.8501
O -2.7414 -2.1363 -1.2170
O -0.8443 1.3551 1.7627
O 1.4298 -1.4402 3.3984
O 1.1880 0.4582 -3.2167
H -1.5768 0.8066 2.0587
H 1.5415 1.4696 -1.8688
H 0.8207 -1.7310 -2.5894
H -1.1617 1.7763 0.9404
H 2.4093 0.7133 1.8120
H 1.4753 -1.7544 2.5043
H 1.0657 -2.2396 3.8092
H 3.5883 1.2901 1.3105
H -1.6464 -1.6975 -2.4231
H -0.0324 0.0450 0.6705
H -2.7473 1.0933 -1.1288
H 1.3637 0.3113 3.7798
H 2.0301 1.7166 -0.4699
H -1.5264 -2.3159 2.6248
H 0.3383 1.3725 3.1691
H -2.6764 -1.2130 -0.9667
H 1.2086 -1.7283 0.4248
H 2.0937 -2.3277 -3.1399
H 1.5811 4.0602 1.4146
H 0.3837 0.1219 -3.6193
H 1.5194 -3.2292 0.3533
H -1.6895 -1.2615 -3.9199
H 0.5716 2.8229 1.2530
H -4.1213 0.6976 -0.7649
H -0.1073 -0.0801 -0.7577
H -2.3810 2.9398 -0.5878
H -2.8987 -2.5966 -0.3851
H 1.7529 0.6872 -3.9267
H -1.2195 2.4436 -1.4946
H -1.0168 -1.9502 1.2346
```

---

Record 3
Density functional theory data (the ωB97M-V functional and the def2-TZVPD basis) for a structure of composition C23H20Cl3FN10NiO4S.

Properties
spin multiplicity = 3
F_max = 0.7 eV/A
energy above the lowest of the compared OMol25 structures with the same formula, charge and spin = 0.077 eV

The geometry in XYZ format:
```
63
C23H20Cl3FN10NiO4S the ωB97M-V functional and the def2-TZVPD basis
Ni 0.5606 -0.5848 -0.0225
Cl -0.4812 0.1405 -5.3079
Cl 0.2800 -2.6709 -5.3509
Cl -2.1620 -1.8474 -3.9870
S 2.9950 -0.4573 0.3599
F -2.3100 3.3590 2.7695
O -5.0274 3.9801 3.0641
O -2.6866 -1.3365 1.3059
O -1.3807 -1.0870 -0.4812
O -6.1188 0.8695 -0.0708
N 4.3134 -0.6989 -1.9203
N 0.2865 -0.3269 2.0112
N 3.0027 1.1757 -1.7352
N -5.5269 2.4023 1.4987
N 0.3597 2.6490 -4.5634
N -0.8698 2.5644 -2.4073
N 0.4835 -2.6680 0.6736
N 0.7899 -1.0045 -2.1903
N -3.9067 1.1033 0.4616
N 0.2171 1.3725 -0.5593
C -4.6473 3.1293 2.2932
C 0.8492 -3.7717 4.2374
C 0.3978 -1.4547 2.7650
C 3.4605 0.0469 -1.2097
C 0.2065 -0.1484 4.7815
C -0.1939 2.6012 -3.5478
C 4.6944 -0.4138 -3.2968
C 0.2449 -1.1826 -3.1801
C -0.2997 1.9360 -1.4495
C 4.6232 1.0851 -3.5350
C 0.8153 -3.8225 2.8273
C -2.4375 -0.8530 0.2101
C 0.4005 -1.4087 4.1702
C -3.2640 2.7298 2.0651
C 0.0805 0.9672 4.0078
C 3.2596 1.5969 -3.1079
C 0.5720 -2.6955 2.0945
C -0.5136 -1.3874 -4.4199
C 0.1597 0.8320 2.6089
C -2.9554 1.7684 1.1916
C -3.4830 0.0578 -0.4605
C -5.2458 1.4090 0.5728
C 0.6250 -2.6008 4.8999
H -3.1141 0.4899 -1.3921
H 2.2778 1.6332 -1.1985
H 2.4708 1.2245 -3.7689
H 1.0375 -4.6820 4.7901
H 0.6297 -2.5619 5.9812
H 0.1350 1.7005 1.9619
H -0.5007 -2.6257 0.3864
H 5.7022 -0.7954 -3.4576
H 4.7865 1.3025 -4.5898
H 4.5889 -1.5600 -1.4797
H 4.0229 -0.9388 -3.9841
H 0.1744 -0.0855 5.8622
H -6.5053 2.6348 1.5889
H -0.0629 1.9490 4.4345
H 0.9263 -3.4736 0.2507
H -1.9335 1.4724 1.0074
H 3.2054 2.6838 -3.1452
H -4.3697 -0.5398 -0.6726
H 0.9568 -4.7693 2.3211
H 5.4048 1.5871 -2.9621
```

---

Record 4
Density functional theory data (the ωB97M-V functional and the def2-TZVPD basis) for a cluster of 7 separate species, C20H25B2F23O10 in total.

Properties
spin multiplicity = 2
total charge = -3
F_max = 6.9 eV/A
E_tot = -105485.112 eV

The geometry in XYZ format:
```
80
C20H25B2F23O10 the ωB97M-V functional and the def2-TZVPD basis
F -0.5245 -0.7552 -2.3363
F -1.4969 3.6264 4.0114
F 1.4878 -0.8247 -1.5239
F 4.0070 -5.0291 2.0656
F -5.8732 -1.0888 -0.1221
F -0.7144 6.6316 1.0012
F 5.3169 -4.5676 0.3341
F 0.6808 1.0099 -2.5960
F -1.3365 1.5081 3.4291
F -0.4963 1.5304 -4.8336
F 0.1654 2.9346 2.6681
F -2.4886 1.3135 -5.8639
F -0.3626 -6.2294 -5.0633
F -0.7676 0.2055 -6.6445
F -5.4096 -1.5536 1.8436
F -1.5413 -0.4456 -4.6502
F -1.7575 -5.5252 -3.5523
F -0.4144 -7.1221 -3.0244
F -0.0677 0.4991 -0.5316
F -1.2497 7.3031 -1.0246
F 0.7980 7.2458 -0.4172
F -5.2241 0.5688 1.1246
F 6.1153 -5.1469 2.1769
O 0.3792 -3.7085 -3.6197
O 6.3209 -2.4446 2.2928
O -2.9394 3.9985 1.9117
O 1.4087 -5.3102 -2.3317
O -1.9406 2.2745 0.7396
O -1.1321 4.4971 -1.2261
O -2.8779 -1.7136 1.3660
O 3.9641 -2.3345 2.2366
O 0.9722 4.6656 -0.4090
O -3.1352 -0.3976 -0.5693
C 5.2156 -2.9963 2.0712
C -5.0614 -0.7245 0.8302
C -2.0801 2.9607 1.7450
C 3.9036 -0.9506 2.4047
C -0.3718 6.6342 -0.3091
C -4.0270 4.2847 1.0445
C -0.5106 -5.9870 -3.7472
C 5.1483 -4.4520 1.6442
C 1.2788 3.3177 -0.7089
C -0.8952 -2.7086 2.3794
C 2.7181 3.0574 0.0734
C -4.7210 5.5240 1.4798
C 2.5122 -0.4630 1.8605
C -0.2558 5.2196 -0.7392
C 0.4500 -4.9060 -3.2888
C -1.4793 -1.9159 1.1887
C -1.1467 2.7823 3.0213
C 1.9006 -4.3424 -0.2395
C 2.3075 -4.3485 -1.6780
C -3.5850 -0.9225 0.4766
B -1.3303 0.6452 -5.4780
B 0.4191 -0.0033 -1.7406
H 1.2648 3.0738 -1.7711
H -5.3964 5.7422 0.6525
H 2.3126 -0.8820 0.8743
H 3.5617 3.5008 -0.4555
H 2.3412 0.6135 1.8580
H 0.8636 -4.0088 -0.2011
H 3.3529 -4.6466 -1.5972
H 2.2841 -3.3657 -2.1488
H -5.2853 5.4905 2.4118
H 0.0340 -3.2238 2.1361
H -3.6242 4.4648 0.0478
H -4.7239 3.4476 1.0030
H -0.9115 -1.0196 0.9390
H 1.9940 -5.3959 0.0243
H 0.5589 2.6462 -0.2410
H -1.6084 -3.4086 2.8146
H 3.9460 -0.7530 3.4758
H 2.6189 -3.7455 0.3224
H 4.7920 -0.4876 1.9752
H -1.3505 -2.4859 0.2685
H -3.9832 6.3214 1.5691
H 2.8599 1.9882 0.2310
H 2.7755 3.5783 1.0292
H -0.6632 -1.9303 3.1064
H 1.7310 -0.8342 2.5239
```

---

Record 5
Density functional theory data (the ωB97M-V functional and the def2-TZVPD basis) for the molecule C3H4ClF.

Properties
F_max = 4.3 eV/A
energy above the lowest of the compared OMol25 structures with the same formula, charge and spin = 1.535 eV
structure (SMILES) = C=C(Cl)CF

The geometry in XYZ format:
```
9
C3H4ClF the ωB97M-V functional and the def2-TZVPD basis
Cl -1.4125 -1.5456 -0.2651
F 1.6658 -1.1935 -0.7564
C 0.8884 -0.6433 0.4334
C -0.5050 -0.1368 -0.1603
C -0.7489 1.1494 -0.4151
H 0.5810 -1.4490 1.2549
H -1.8765 1.5708 -0.4505
H -0.0759 1.9788 -0.4819
H 1.4836 0.2692 0.8410
```

---

no.,molar mass (g mol⁻¹)
1,245.92
2,270.23
3,716.60
4,883.99
5,94.52